1.
Here is C3H3LaO2 as an isolated structure at a distorted geometry from the Open Molecules 2025 dataset. Energies are from ωB97M-V/def2-TZVPD.

Computed properties:
ΔE to the lowest compared entry with this formula, charge and spin (kcal per mole): 3.6
Gap between HOMO and LUMO (alpha / beta) (eV): 5.545 / 5.466

```
9
Properties=species:S:1:pos:R:3:forces:R:3:nbo_charge:R:1
C 0.3896 -0.8177 0.8066 -0.3646 0.5077 0.1250 -0.5835
O -0.5244 0.4909 -0.5810 -0.2603 1.3048 -2.1782 -0.8548
C -0.4252 -1.1113 -0.2440 0.0316 -2.0161 -0.7591 0.6852
C 0.2973 0.6735 0.5953 0.4348 -0.3256 0.6336 -0.0595
O -0.9426 -1.9419 -0.9709 0.3976 1.5199 0.8002 -0.6505
H 0.7354 -1.4347 1.6311 -0.0913 0.1800 -0.3747 0.2238
H -0.2488 1.2366 1.3713 0.1753 -0.0090 -0.3176 0.1652
H 1.2467 1.1797 0.3454 -0.2998 0.0112 0.0689 0.1510
La -0.5278 1.7250 -2.9538 -0.0234 -1.1730 2.0020 0.9231
```
Forces are in eV/Å.

2.
Here is a 2-piece molecular cluster, C4H13N2 overall at a distorted geometry from the Open Molecules 2025 dataset. Energies are from ωB97M-V/def2-TZVPD.

Computed properties:
ΔE to the lowest compared entry with this formula, charge and spin (kcal per mole): 179.1
Total charge: +1
Gap between HOMO and LUMO (eV): 5.344

```
19
Properties=species:S:1:pos:R:3:forces:R:3:nbo_charge:R:1
C -2.7266 0.1043 0.3220 2.0363 0.6913 -1.6091 -0.1801
N -2.1849 -0.1130 -1.0174 0.6730 1.3697 0.1779 -0.6407
C -1.4115 0.0833 1.1212 4.6811 -2.8014 2.6877 -0.3907
N -0.3234 0.9055 0.6112 -2.5641 -1.9671 0.0855 -0.0569
C 2.4848 -0.8102 0.2066 -1.0396 0.3257 -2.0791 -0.5973
C 2.5477 0.1226 -1.0465 -0.5206 -0.2937 1.3321 -0.5964
H -3.1552 1.0694 0.5161 -0.6552 0.2796 0.0531 0.2394
H -3.2035 -0.7717 0.6391 -1.7947 -0.7791 0.3766 0.2466
H -1.2761 0.3798 -1.1361 -0.7112 -0.6292 -0.3301 0.3783
H -2.7768 -0.0321 -1.8398 -0.2989 -0.3596 0.3126 0.4195
H -1.4896 0.1080 2.3029 -0.4511 1.0694 -1.9730 0.3351
H -1.0063 -1.0261 1.0509 -0.7491 2.1241 -0.4428 0.2546
H 3.3780 -0.6340 0.7801 -0.3016 0.5021 0.9564 0.2280
H -0.4323 1.8779 0.8553 -0.1935 0.9987 0.6020 0.3521
H 1.4513 -0.5582 0.5401 0.9961 -0.2827 1.1470 0.1865
H 2.5099 -1.8679 0.0042 -0.2126 -0.4553 -0.4016 0.2125
H 1.6712 0.1498 -1.6905 -0.2321 -0.5291 0.0136 0.1867
H 2.5473 1.0937 -0.5604 0.5968 0.5118 -0.5438 0.1958
H 3.3961 -0.0812 -1.6591 0.7409 0.2249 -0.3650 0.2270
```
Forces are in eV/Å.

3.
Here is C26H30IrN7OS3Si as an isolated structure at a distorted geometry from the Open Molecules 2025 dataset. Energies are from ωB97M-V/def2-TZVPD.

Computed properties:
ΔE to the lowest compared entry with this formula, charge and spin (kcal per mole): 106.1
Total charge: +1
Expectation value of S²: 0.7643
2S+1: 2
Gap between HOMO and LUMO (alpha / beta) (eV): 4.835 / 6.076

```
69
Properties=species:S:1:pos:R:3:forces:R:3:mulliken_spin:R:1
Ir 0.8808 -0.5960 0.0833 1.3142 0.7905 -1.0913 0.6081
N 1.5105 1.4692 3.7304 0.1021 0.1929 0.1663 0.0218
C 0.9244 0.9287 2.6519 0.1371 -0.2396 -0.1835 -0.0052
S 0.9129 -0.7894 2.4842 0.4652 0.2256 0.3188 0.1728
N 0.3644 1.7566 1.7904 -0.3190 0.0249 0.1437 -0.0216
N -0.1636 1.1073 0.7034 1.1584 -0.6135 0.6492 0.0195
C -1.3695 1.4911 0.4571 -0.6506 0.1259 -0.9435 0.0325
C -2.2801 1.1541 -0.6358 0.6045 0.0209 0.6185 0.0139
C -3.6056 1.5509 -0.4068 -0.3234 0.0214 0.0477 0.0064
C -4.6239 1.2545 -1.2753 0.0246 0.1312 0.2097 0.0162
C -4.3258 0.5595 -2.4440 0.0861 -0.1304 -0.1926 0.0113
C -3.0288 0.2109 -2.6720 -0.2280 -0.1087 -0.0434 0.0058
N -2.0297 0.4939 -1.7964 0.1711 -0.2048 -0.2002 0.0209
H 1.8914 0.8715 4.4410 0.0211 0.0295 -0.0322 0.0028
H 1.4654 2.4631 3.8761 -0.0455 -0.0208 0.0537 -0.0028
H -1.8032 2.1362 1.2118 -0.0533 0.1593 -0.1531 0.0065
H -3.8066 2.0650 0.5224 -0.0235 0.0359 -0.0557 -0.0005
H -5.6408 1.5499 -1.0543 0.0300 0.0237 0.0246 0.0006
H -5.0831 0.3030 -3.1698 0.0254 -0.0025 -0.0081 0.0000
H -2.7201 -0.3179 -3.5605 0.0101 -0.0069 0.0582 0.0066
C 0.6799 2.7223 -2.2795 -0.2093 0.2130 0.0914 0.0140
Si 0.0902 1.2987 -3.2974 -0.1115 0.0120 0.2950 -0.0319
C -1.2128 1.9581 -4.4508 -0.1478 -0.1229 -0.1610 0.0011
C 1.5339 0.5277 -4.1531 0.0874 -0.2275 -0.0854 0.0190
N -0.7204 0.0619 -2.1985 0.1996 0.2570 -0.2883 0.0635
C -0.7434 -1.3480 -2.5360 -0.4272 0.4251 0.1009 -0.0116
C -0.6326 -1.8223 -3.8308 -0.0089 0.0153 -0.0388 -0.0160
C -0.7100 -3.1833 -4.0864 0.0417 -0.0676 0.0895 0.0065
C -0.9934 -4.0558 -3.0484 -0.0436 0.0963 0.0335 -0.0012
C -1.1517 -3.5868 -1.7498 -0.2230 0.0430 0.1021 0.0089
C -0.9703 -2.2422 -1.4924 -0.3328 -0.4254 -0.9504 0.0520
O -1.0018 -1.6613 -0.2462 -0.0102 0.6246 0.3851 -0.0494
C -0.9776 -2.4519 0.9114 -0.8675 -1.1188 0.7223 0.0467
C -0.0102 -3.4207 1.1033 -0.1861 -0.5562 0.1197 -0.0295
C -0.0278 -4.1439 2.2873 -0.1067 0.0863 -0.0070 0.0036
C -0.9815 -3.8801 3.2632 -0.0530 0.0463 -0.0035 0.0004
C -1.9170 -2.8761 3.0619 -0.0046 -0.0887 -0.0084 0.0028
C -1.9210 -2.1580 1.8735 -0.1911 -0.1058 -0.2190 -0.0018
H 1.1758 3.4306 -2.9528 -0.0587 -0.0393 0.0317 0.0008
H 1.3956 2.4074 -1.5321 0.2461 -0.0991 0.2829 -0.0063
H -0.1241 3.2605 -1.7712 0.0231 -0.0159 -0.0053 -0.0009
H -0.7636 2.7234 -5.0886 0.0000 -0.0094 0.0077 0.0000
H -2.0317 2.4335 -3.9030 0.0550 0.0288 -0.0550 -0.0008
H -1.6441 1.1975 -5.1074 0.0299 0.0597 -0.0227 -0.0002
H 2.2630 1.3190 -4.3463 -0.0055 -0.0288 0.0152 0.0026
H 1.2705 0.0788 -5.1117 0.0437 0.0213 0.0214 0.0006
H 2.0181 -0.2412 -3.5475 0.0207 -0.0080 0.0537 -0.0069
H -0.4952 -1.1280 -4.6497 0.0296 -0.0162 0.0230 0.0007
H -0.5666 -3.5522 -5.0922 -0.0509 -0.0056 -0.0038 0.0007
H -1.0908 -5.1160 -3.2400 -0.0030 0.0249 0.0104 0.0001
H -1.3983 -4.2659 -0.9473 0.1219 -0.0309 0.0294 -0.0005
H 0.7479 -3.5963 0.3494 -0.3288 -0.2939 0.3666 0.0009
H 0.7154 -4.9139 2.4469 0.0019 0.0161 -0.0137 0.0002
H -0.9967 -4.4604 4.1759 0.0290 0.0461 0.0265 0.0000
H -2.6486 -2.6517 3.8270 0.0004 -0.0047 -0.0284 -0.0002
H -2.6459 -1.3750 1.6871 0.0146 0.0110 0.0344 -0.0007
S 3.4004 -0.1993 0.2306 -1.0622 -0.1239 -0.3728 0.0128
C 3.9966 1.3566 0.0351 -0.1810 0.4525 -0.0591 -0.0018
N 5.0593 1.6282 -0.7169 0.1693 -0.1429 0.2139 -0.0005
C 5.6820 2.9405 -0.5815 0.0114 0.0364 0.0200 0.0006
C 4.6034 3.8638 -0.0141 -0.1536 -0.1114 -0.0812 -0.0003
S 3.4073 2.7785 0.8320 -0.1154 -0.0481 -0.0105 0.0003
H 5.5658 0.8525 -1.1211 -0.0684 -0.0074 -0.0996 -0.0005
H 6.0178 3.2871 -1.5568 0.0319 -0.0076 -0.0079 -0.0001
H 6.5480 2.8830 0.0797 -0.0156 -0.0477 0.0596 -0.0002
H 4.0760 4.4068 -0.7960 0.0484 0.0144 -0.0034 -0.0001
H 5.0072 4.5676 0.7072 0.0115 0.0396 -0.0253 0.0001
N 1.9696 -3.1269 -1.4685 0.0786 0.0833 -0.0668 0.0392
C 1.6013 -2.2322 -0.8336 1.1635 0.6457 0.0949 -0.0319
```
Forces are in eV/Å.

4.
Here is one molecule with the formula C7H15BF3NO2 from the Open Molecules 2025 dataset. Energies are from ωB97M-V/def2-TZVPD.

Computed properties:
Gap between HOMO and LUMO (eV): 9.277
SMILES: CCCOB(CNC)COC(F)(F)F

```
29
Properties=species:S:1:pos:R:3:forces:R:3:nbo_charge:R:1
C -2.0022 -2.9242 -0.1523 -0.0011 -0.0056 0.0244 -0.6096
C -2.0993 -1.4974 0.4009 0.1719 -0.0536 -0.0536 -0.4281
C -1.1522 -1.2678 1.5895 -0.3638 -0.1020 0.1529 -0.0571
O -0.6579 0.0734 1.6392 0.2659 -0.2198 -0.1788 -0.6689
B 0.4325 0.4502 0.9314 -0.0449 0.1789 0.0542 0.9913
C 0.9024 1.9619 1.0689 -0.3286 -0.0794 -0.0216 -0.5708
N -0.2083 2.8897 0.7872 0.2405 0.3191 0.0006 -0.6119
C -0.3593 3.2005 -0.6367 0.0083 -0.0074 0.1193 -0.4175
C 1.2692 -0.5645 0.0221 -0.0812 0.0600 -0.0656 -0.4415
O 1.6098 0.1585 -1.1925 0.2230 -0.2149 -0.0804 -0.5208
C 2.4157 -0.4990 -2.0375 -0.0319 -0.1119 0.0894 1.1667
F 3.6026 -0.8351 -1.4836 -0.1970 0.0627 -0.0288 -0.3357
F 2.6573 0.2774 -3.0850 0.0012 0.0527 -0.0424 -0.3068
F 1.8748 -1.6538 -2.4919 0.0423 0.1661 0.1114 -0.3376
H -1.0981 -3.0690 -0.7566 -0.1202 0.0598 0.1380 0.2056
H -2.8652 -3.1567 -0.7834 0.1514 0.0134 0.0633 0.2175
H -1.9744 -3.6606 0.6596 -0.0697 0.0868 -0.1038 0.2034
H -1.8514 -0.7687 -0.3817 -0.0698 -0.1393 0.1046 0.2104
H -3.1311 -1.3007 0.7067 0.1439 0.1100 -0.0230 0.2103
H -0.3272 -1.9901 1.5765 -0.0349 0.1361 -0.0649 0.1641
H -1.6954 -1.4206 2.5299 0.1658 -0.0040 -0.1614 0.1924
H 1.7815 2.1771 0.4424 -0.0217 0.0019 0.0837 0.1854
H 1.2072 2.1005 2.1176 -0.0568 -0.0446 -0.1488 0.2264
H -0.0566 3.7517 1.2937 0.0316 -0.0646 -0.0555 0.3527
H 0.5922 3.1264 -1.1861 -0.1162 -0.0056 0.0392 0.1729
H -1.0840 2.5241 -1.1058 0.1441 0.0580 0.0015 0.1849
H -0.7263 4.2265 -0.7528 -0.0532 -0.2363 0.0149 0.1984
H 0.7445 -1.4807 -0.2629 0.1053 0.0736 0.0656 0.2048
H 2.1993 -0.8291 0.5432 -0.1044 -0.0901 -0.0341 0.2191
```
Forces are in eV/Å.

5.
Here is C13H26FeGeN3O2Si as an isolated structure at a distorted geometry from the Open Molecules 2025 dataset. Energies are from ωB97M-V/def2-TZVPD.

Computed properties:
ΔE to the lowest compared entry with this formula, charge and spin (kcal per mole): 50.2
Total charge: -1
Expectation value of S²: 6.0212
2S+1: 5
Gap between HOMO and LUMO (alpha / beta) (eV): 4.713 / 4.619

```
47
Properties=species:S:1:pos:R:3:forces:R:3:mulliken_spin:R:1
Fe -0.7160 9.0026 12.3862 -0.5922 -2.2035 2.6799 3.8505
C -2.1258 12.0689 11.1450 -1.3610 1.5859 1.6353 0.0221
C -1.0041 11.3814 10.5421 1.3030 1.5172 -1.9190 -0.0266
C -0.3799 11.9373 9.4130 -1.5782 0.5094 -0.1388 0.0034
C 0.3768 11.0202 8.6896 1.2386 1.6747 -1.9667 0.0137
C 0.6158 9.7254 9.0751 0.8734 1.0280 -1.9018 -0.0152
C 0.0227 9.2484 10.2056 0.5581 -0.9398 2.0794 -0.0092
N -0.6481 10.2025 10.9619 -0.8550 -0.4008 -0.8287 0.0134
N 0.1186 8.0616 10.8371 -0.1055 0.1040 -1.0688 0.1558
Si 0.3898 6.3567 10.3174 0.6320 2.9756 0.6482 0.0073
C -1.1952 5.5187 10.6588 -1.9529 0.1084 -0.1407 -0.0022
C 1.7151 5.7481 11.4522 0.8926 -0.7259 0.9697 -0.0005
C 0.9073 6.4786 8.5035 0.3019 1.2377 0.3172 0.0092
H -2.9825 11.4241 11.2169 -0.5787 -0.5581 -0.7153 0.0016
H -2.3981 12.9838 10.5737 0.1948 -0.6178 0.5767 -0.0008
H -2.0808 12.2873 12.2300 0.7720 0.3288 -0.4091 0.0042
H -0.6995 12.9799 9.0564 0.7604 -1.8618 0.4270 0.0000
H 0.8487 11.4002 7.7176 -0.5458 -0.6890 1.4757 0.0014
H 1.3550 9.1804 8.5284 -0.0165 -0.3145 -0.1936 -0.0001
H -1.2631 5.2902 11.7388 0.1012 -0.0164 -0.4850 -0.0004
H -1.2941 4.5937 10.0720 -0.1102 0.0770 0.2777 -0.0003
H -2.1009 6.1848 10.4321 1.3028 -0.8830 0.1443 0.0008
H 1.8179 6.3026 12.4346 -0.4696 -0.5241 -1.0885 0.0008
H 2.6951 5.8717 10.9536 -0.3036 -0.1992 0.2042 -0.0007
H 1.5838 4.6585 11.7070 0.2340 0.9412 -0.2522 -0.0001
H 0.8235 7.5462 8.1333 -0.3029 -1.6574 0.3457 -0.0024
H 0.2674 5.8267 7.9582 -0.4840 -0.4489 -0.9031 -0.0008
H 1.9432 6.1983 8.3242 0.0839 -0.2240 0.0878 0.0007
O 2.8814 6.9831 16.0983 0.5657 1.5148 -3.0360 -0.0001
N 2.1410 7.0188 17.0402 -0.0221 -3.1451 4.6238 0.0002
O 1.1948 7.7856 17.2174 -0.5434 1.7055 -1.7176 0.0000
C -1.9422 7.4012 17.3803 0.2804 -0.4918 -0.1221 0.0079
Ge -2.0465 8.4252 15.5966 -0.3762 -0.6007 0.2728 0.0218
C -1.4852 10.1893 16.2124 0.2190 0.9317 -0.4949 -0.0045
C -3.9675 8.6918 15.0219 0.3090 -0.2356 0.6971 -0.0024
C -1.1547 7.7810 13.9078 0.4635 1.1109 1.7896 -0.0861
H -2.5767 8.0001 18.0764 0.0837 -0.6243 -0.4645 0.0005
H -0.9061 7.4051 17.8380 -0.9629 0.1059 -0.9749 -0.0010
H -2.2716 6.3130 17.3243 0.1529 1.4169 0.1057 -0.0004
H -1.9206 10.5174 17.1915 0.2195 -0.3382 -0.9562 -0.0011
H -1.6362 10.9703 15.4081 0.0491 -0.6345 0.9328 0.0095
H -0.4109 10.0489 16.3411 0.1454 0.2737 0.1959 0.0008
H -4.5427 9.1329 15.8770 0.2797 -0.3128 -0.9355 -0.0006
H -4.3891 7.7320 14.7121 -0.1820 0.0265 0.2295 0.0005
H -3.9752 9.3189 14.1220 -0.0394 0.1874 0.3524 0.0078
H -1.6988 6.9045 13.5974 -0.1330 -0.4973 -0.2028 0.0043
H -0.1140 7.5240 14.2234 -0.5015 -0.2166 -0.1528 0.0173
```
Forces are in eV/Å.

6.
Here is C11H15N3 as an isolated structure at a distorted geometry from the Open Molecules 2025 dataset. Energies are from ωB97M-V/def2-TZVPD.

Computed properties:
ΔE to the lowest compared entry with this formula, charge and spin (kcal per mole): 266.0
Gap between HOMO and LUMO (eV): 8.837

```
29
Properties=species:S:1:pos:R:3:forces:R:3:nbo_charge:R:1
C 0.5795 2.1607 0.9362 -1.5227 2.4458 1.7347 -0.4816
C 0.9103 1.2794 -1.1450 1.5557 1.2460 -3.6203 -0.2869
C 1.8943 0.1834 -0.7310 0.2607 -4.1374 2.5603 0.4536
C 3.3719 -0.8481 0.6754 2.9946 -4.2751 4.2253 -0.2462
C 2.3010 -2.0127 0.3651 -1.4006 0.4982 -1.9171 -0.2759
C -1.1989 0.5125 0.0135 1.4168 2.0621 -1.3837 0.1483
C -1.8084 0.0344 -1.1565 -2.0702 -0.8199 -0.5193 -0.2467
C -3.1065 -0.6135 -1.0350 4.6989 0.0960 -0.7876 -0.1877
C -3.6528 -1.0838 0.1313 -1.0752 1.7124 0.0981 -0.2591
C -3.0246 -0.5381 1.2417 0.1167 1.6021 1.8544 -0.1611
C -1.8175 0.2556 1.2386 -2.9451 -2.9298 -4.5499 -0.2660
H 2.1378 1.6747 1.2907 -4.3730 0.9813 -1.0521 0.2730
H -0.4850 1.9976 2.0152 3.9278 1.1487 -3.0311 0.2088
H 0.7145 3.5806 0.4587 -0.2997 -4.2251 1.9446 0.2057
H 1.5334 2.2173 -1.0867 -0.4145 -0.8591 -0.4125 0.2450
H 0.5461 1.2726 -2.2805 0.7695 -0.6100 2.4452 0.2303
H 3.4691 -0.6514 1.9538 -0.5795 -0.2488 -3.7936 0.2130
H 4.6206 -1.4890 0.6043 -3.5655 2.6376 -0.6065 0.2060
H 1.4362 -2.1504 1.1575 2.3558 -0.1681 -0.9179 0.1893
H 2.5402 -3.0500 -0.2235 0.1733 2.4759 2.2066 0.2268
H 0.6594 -1.5180 -0.4226 -2.9698 0.4604 -0.5946 0.3742
H -1.5022 0.0765 -2.2959 0.0309 0.5484 2.9011 0.2340
H -3.1774 -0.8875 -2.0293 -2.3556 -1.1901 -1.6952 0.2117
H -4.6947 -1.4704 0.1396 1.0877 -0.0644 0.2587 0.2296
H -3.5916 -0.4135 2.2036 0.7206 -0.9823 -0.7713 0.2120
H -1.4841 0.4728 2.1429 1.5858 1.4334 3.6267 0.2150
N -0.1423 1.5610 -0.2277 0.5900 -1.7833 3.1410 -0.4954
N 2.9765 0.3182 -0.0131 -0.4161 1.7282 -1.1843 -0.5182
N 1.5354 -1.2564 -0.7355 1.7026 1.2170 -0.1599 -0.6513
```
Forces are in eV/Å.